Entry 1:
Computed, not measured: a 3-piece molecular cluster, C15H30O9S overall, with ωB97M-V/def2-TZVPD.

Atoms and positions in Å:
C  -2.249  -2.761  1.154
C  -2.480  -3.653  1.907
O  -2.754  -4.653  2.736
C  -1.713  -5.523  2.945
O  -0.854  -5.775  2.178
O  -1.884  -6.149  4.135
S  -1.646  -5.105  5.430
H  -1.743  -2.082  0.515
H  -2.898  -4.632  5.577
C  -0.563  3.789  0.227
O  0.086  2.664  0.784
C  1.341  2.920  1.383
C  1.426  2.461  2.826
O  0.557  3.085  3.751
C  -0.839  2.863  3.669
C  -1.325  1.449  3.921
O  -0.928  0.534  2.916
C  -0.268  -0.634  3.354
H  -0.363  3.858  -0.846
H  -1.639  3.667  0.369
H  -0.257  4.720  0.710
H  1.599  3.982  1.317
H  2.106  2.364  0.825
H  2.431  2.723  3.170
H  1.356  1.374  2.894
H  -1.249  3.255  2.737
H  -1.257  3.478  4.471
H  -2.421  1.482  3.927
H  -0.989  1.118  4.909
H  0.234  -0.493  4.316
H  0.489  -0.894  2.611
H  -0.973  -1.467  3.432
C  -0.558  2.214  -3.387
O  0.607  1.466  -3.120
C  0.595  0.684  -1.940
C  0.857  -0.791  -2.185
O  -0.099  -1.489  -2.960
C  -0.225  -1.229  -4.345
C  0.942  -1.631  -5.225
O  2.114  -0.871  -4.998
C  3.288  -1.607  -4.727
H  -0.448  3.244  -3.034
H  -0.707  2.239  -4.468
H  -1.446  1.771  -2.928
H  -0.348  0.797  -1.396
H  1.390  1.051  -1.281
H  0.815  -1.269  -1.202
H  1.870  -0.959  -2.558
H  -0.523  -0.195  -4.531
H  -1.066  -1.853  -4.661
H  0.634  -1.466  -6.264
H  1.140  -2.700  -5.095
H  3.069  -2.586  -4.292
H  3.886  -1.040  -4.011
H  3.878  -1.743  -5.639

Results
strongest force on any atom = 0.71 eV/Å
SMILES = C#COC(=O)OS.COCCOCCOC.COCCOCCOC
total charge = 0
LUMO level = -0.02 eV
energy relative to the best compared isomer or geometry (same formula, charge and spin) = 120.6 kcal/mol
HOMO level = -9.031 eV

=====

Entry 2:
Computed, not measured: C15H31BF4P2Ti as an isolated structure, with ωB97M-V/def2-TZVPD.

Atoms and positions in Å:
P  -0.285  -1.996  -5.143
P  -0.075  1.551  -5.660
C  -0.678  -1.012  -6.619
C  0.166  0.243  -6.938
H  -1.738  -0.757  -6.519
H  -0.569  -1.741  -7.437
H  1.246  0.027  -6.922
H  -0.100  0.767  -7.887
C  -1.512  2.537  -6.272
H  -1.742  3.302  -5.508
H  -2.383  1.875  -6.415
H  -1.200  3.016  -7.211
C  1.261  2.800  -5.946
H  0.968  3.404  -6.824
H  2.211  2.289  -6.108
H  1.324  3.451  -5.050
C  -1.484  -3.315  -5.375
H  -1.476  -4.039  -4.546
H  -1.192  -3.814  -6.326
H  -2.477  -2.848  -5.472
C  1.352  -2.552  -5.621
H  2.053  -1.714  -5.727
H  1.255  -3.084  -6.585
H  1.742  -3.251  -4.869
Ti  -0.066  -3.091  -2.563
C  0.786  1.947  -1.475
C  -0.501  1.821  -1.723
C  -1.310  1.724  -2.960
C  -1.626  0.357  -3.465
C  -0.428  -0.691  -3.780
C  0.973  -0.464  -3.501
C  1.821  0.704  -3.429
C  2.021  1.244  -1.996
C  0.538  -2.222  -0.562
H  1.054  2.765  -0.788
H  -1.149  1.936  -0.846
H  -0.948  2.447  -3.703
H  -2.275  2.166  -2.649
H  -2.093  -0.145  -2.616
H  -2.386  0.366  -4.260
H  -0.842  -1.419  -2.976
H  1.422  -1.456  -3.119
H  1.507  1.545  -4.090
H  2.783  0.347  -3.873
H  2.370  0.390  -1.376
H  2.849  1.990  -1.976
H  0.979  -1.316  -0.992
H  1.228  -2.638  0.239
H  -0.460  -1.955  -0.180
F  -1.785  -3.144  -1.966
B  -0.287  0.466  3.238
F  -0.109  1.200  2.115
F  -0.432  1.081  4.435
F  -0.320  -0.882  3.161

Results
strongest force on any atom = 3.56 eV/Å
total charge = 0
LUMO level (spin up / spin down) = 0.18 / -0.30 eV
multiplicity = 3
energy relative to the best compared isomer or geometry (same formula, charge and spin) = 169.4 kcal/mol
HOMO level (spin up / spin down) = -5.794 / -5.251 eV

=====

Entry 3:
Computed, not measured: a 2-piece molecular cluster, C15H31BN2O5 overall, with ωB97M-V/def2-TZVPD.

Atoms and positions in Å:
C  1.752  -2.596  3.482
C  1.816  -3.234  2.287
C  0.753  -3.182  1.209
C  0.234  -1.744  0.898
O  1.425  -0.932  0.923
B  1.340  0.426  0.868
O  1.994  1.193  1.846
O  0.663  1.065  -0.139
C  -0.787  -1.388  2.001
C  -2.060  -0.579  1.627
C  -1.993  0.881  2.077
C  -3.234  -1.173  2.447
N  -2.434  -0.667  0.190
O  -2.315  0.420  -0.477
C  -1.928  -1.862  -0.528
C  -2.378  -1.715  -1.997
C  -2.516  -3.188  -0.045
C  -0.390  -1.831  -0.516
H  2.524  -1.874  3.735
H  0.979  -2.786  4.221
H  2.676  -3.869  2.085
H  1.229  -3.583  0.313
H  -0.090  -3.846  1.425
H  2.872  1.446  1.533
H  0.698  2.023  -0.024
H  -1.123  -2.339  2.403
H  -0.312  -0.884  2.843
H  -1.836  0.917  3.152
H  -2.967  1.330  1.876
H  -1.274  1.468  1.514
H  -4.176  -0.840  2.008
H  -3.244  -2.261  2.434
H  -3.213  -0.820  3.477
H  -2.373  -2.688  -2.486
H  -3.365  -1.261  -2.043
H  -1.703  -1.064  -2.549
H  -2.204  -3.975  -0.729
H  -3.605  -3.133  -0.073
H  -2.202  -3.471  0.957
H  -0.073  -1.004  -1.147
H  -0.060  -2.749  -1.004
C  1.404  5.627  -2.822
C  2.226  4.556  -2.203
O  2.097  4.032  -1.155
N  3.448  4.084  -3.012
C  3.099  2.893  -3.875
H  0.511  5.766  -2.220
H  1.975  6.558  -2.852
H  1.114  5.358  -3.840
H  3.830  4.839  -3.583
H  4.121  3.785  -2.303
H  3.996  2.586  -4.405
H  2.330  3.188  -4.582
H  2.750  2.097  -3.223

Results
strongest force on any atom = 1.94 eV/Å
total charge = +1
LUMO level (spin up / spin down) = -4.02 / -4.02 eV
multiplicity = 2
HOMO level (spin up / spin down) = -9.390 / -9.401 eV

=====

Entry 4:
Computed, not measured: C15H31BeClO4P2 as an isolated structure, with ωB97M-V/def2-TZVPD.

Atoms and positions in Å:
P  0.190  -1.495  -1.702
P  -0.089  1.614  -1.593
C  -0.174  -0.598  -3.293
C  0.365  0.834  -3.226
H  -1.269  -0.602  -3.411
H  0.251  -1.152  -4.143
H  1.464  0.840  -3.283
H  -0.016  1.443  -4.059
C  -1.738  2.341  -1.930
H  -2.002  2.987  -1.086
H  -2.485  1.546  -2.015
H  -1.725  2.933  -2.853
C  0.993  3.083  -1.507
H  0.937  3.661  -2.436
H  2.022  2.753  -1.334
H  0.661  3.697  -0.663
C  -0.891  -2.968  -1.799
H  -0.639  -3.670  -0.997
H  -0.753  -3.451  -2.772
H  -1.932  -2.645  -1.685
C  1.864  -2.195  -1.990
H  2.609  -1.394  -1.965
H  1.907  -2.708  -2.957
H  2.081  -2.910  -1.188
Be  0.010  -0.107  0.111
C  0.568  1.746  -7.254
C  -0.739  1.795  -6.997
C  -1.857  0.990  -7.607
C  -1.460  -0.326  -8.307
C  -0.755  -1.289  -7.386
C  0.540  -1.357  -7.081
C  1.680  -0.513  -7.590
C  1.309  0.848  -8.212
C  0.019  -1.439  1.511
H  1.224  2.453  -6.730
H  -1.097  2.560  -6.297
H  -2.432  1.606  -8.320
H  -2.562  0.753  -6.795
H  -2.398  -0.807  -8.626
H  -0.893  -0.115  -9.220
H  -1.431  -2.029  -6.937
H  0.870  -2.170  -6.421
H  2.282  -1.080  -8.320
H  2.353  -0.335  -6.736
H  2.258  1.349  -8.460
H  0.778  0.702  -9.159
H  0.741  -1.502  2.311
H  0.385  -2.354  0.975
H  -0.962  -1.698  1.878
O  -0.739  -1.215  4.246
Cl  -0.001  0.097  4.212
O  -0.777  1.354  4.166
O  1.467  0.059  4.169
O  -0.022  0.176  1.376

Results
strongest force on any atom = 7.42 eV/Å
total charge = 0
LUMO level = -0.50 eV
energy relative to the best compared isomer or geometry (same formula, charge and spin) = 76.5 kcal/mol
HOMO level = -3.948 eV

=====

Question: total charge of number 3 (C15H31BN2O5)?
Answer: +1

=====

Question: Which value of total charge does entry 3 give?
Answer: +1

=====

Question: Look up the total charge of the third one.
Answer: +1

=====

Repeat the third record exactly.
Computed, not measured: a 2-piece molecular cluster, C15H31BN2O5 overall, with ωB97M-V/def2-TZVPD.

Atoms and positions in Å:
C  1.752  -2.596  3.482
C  1.816  -3.234  2.287
C  0.753  -3.182  1.209
C  0.234  -1.744  0.898
O  1.425  -0.932  0.923
B  1.340  0.426  0.868
O  1.994  1.193  1.846
O  0.663  1.065  -0.139
C  -0.787  -1.388  2.001
C  -2.060  -0.579  1.627
C  -1.993  0.881  2.077
C  -3.234  -1.173  2.447
N  -2.434  -0.667  0.190
O  -2.315  0.420  -0.477
C  -1.928  -1.862  -0.528
C  -2.378  -1.715  -1.997
C  -2.516  -3.188  -0.045
C  -0.390  -1.831  -0.516
H  2.524  -1.874  3.735
H  0.979  -2.786  4.221
H  2.676  -3.869  2.085
H  1.229  -3.583  0.313
H  -0.090  -3.846  1.425
H  2.872  1.446  1.533
H  0.698  2.023  -0.024
H  -1.123  -2.339  2.403
H  -0.312  -0.884  2.843
H  -1.836  0.917  3.152
H  -2.967  1.330  1.876
H  -1.274  1.468  1.514
H  -4.176  -0.840  2.008
H  -3.244  -2.261  2.434
H  -3.213  -0.820  3.477
H  -2.373  -2.688  -2.486
H  -3.365  -1.261  -2.043
H  -1.703  -1.064  -2.549
H  -2.204  -3.975  -0.729
H  -3.605  -3.133  -0.073
H  -2.202  -3.471  0.957
H  -0.073  -1.004  -1.147
H  -0.060  -2.749  -1.004
C  1.404  5.627  -2.822
C  2.226  4.556  -2.203
O  2.097  4.032  -1.155
N  3.448  4.084  -3.012
C  3.099  2.893  -3.875
H  0.511  5.766  -2.220
H  1.975  6.558  -2.852
H  1.114  5.358  -3.840
H  3.830  4.839  -3.583
H  4.121  3.785  -2.303
H  3.996  2.586  -4.405
H  2.330  3.188  -4.582
H  2.750  2.097  -3.223

Results
strongest force on any atom = 1.94 eV/Å
total charge = +1
LUMO level (spin up / spin down) = -4.02 / -4.02 eV
multiplicity = 2
HOMO level (spin up / spin down) = -9.390 / -9.401 eV